A.
C7H16O as an isolated structure. Source: the OMol25 dataset; level of theory: ωB97M-V with the def2-TZVPD basis set.

Positions of all 24 atoms, in Å:
C 1.70 0.24 0.29
C 0.01 -0.65 -0.09
C -0.76 0.50 -0.45
C 2.74 0.05 -0.79
C -0.36 -1.50 1.09
C -2.25 -0.52 -1.22
C -1.38 1.40 0.58
O 1.78 1.59 0.68
H 1.28 1.71 1.49
H 2.01 -0.35 1.17
H 0.26 -1.26 -0.96
H -0.39 1.02 -1.34
H 3.71 0.44 -0.48
H 2.42 0.56 -1.70
H 2.86 -1.01 -1.02
H -1.31 -1.24 1.54
H 0.36 -1.45 1.91
H -0.43 -2.55 0.81
H -2.15 2.02 0.12
H -1.84 0.85 1.39
H -2.90 -0.80 -0.39
H -1.97 -1.39 -1.80
H -2.73 0.23 -1.84
H -0.67 2.12 0.99

Values from the calculation:
HOMO energy   -7.90 eV
HOMO-LUMO gap   8.79 eV
Multiplicity   1

=====

B.
A single C7H16O molecule. Source: the OMol25 dataset; level of theory: ωB97M-V with the def2-TZVPD basis set.

Positions of all 24 atoms, in Å:
C -1.15 -0.63 -0.09
C -1.92 0.09 -1.21
C -2.14 -1.18 0.93
C 0.02 0.20 0.70
O -0.30 1.56 0.74
H -0.63 -1.48 -0.55
H -0.02 -0.15 1.73
H -2.63 -0.36 1.46
H -2.90 -1.80 0.45
H -2.44 0.95 -0.80
H -2.65 -0.59 -1.66
H -1.25 0.44 -1.99
H -1.64 -1.81 1.66
C 1.43 -0.10 0.15
C 2.45 0.60 1.04
C 1.62 0.32 -1.31
H 1.58 -1.19 0.22
H -0.53 1.52 -0.25
H 2.38 0.25 2.07
H 2.27 1.67 1.04
H 3.46 0.42 0.68
H 1.45 1.39 -1.42
H 0.94 -0.21 -1.97
H 2.63 0.09 -1.63

Values from the calculation:
HOMO energy   -9.76 eV
HOMO-LUMO gap   10.72 eV
Multiplicity   1

=====

Stability check: which of them is most stable? B.

=====

A.
A 2-piece molecular cluster, H3OP overall. Source: the OMol25 dataset; level of theory: ωB97M-V with the def2-TZVPD basis set.

Positions of all 5 atoms, in Å:
O -0.93 -0.38 -1.82
P -0.23 0.00 -0.64
H -0.24 1.39 -0.29
H -0.62 -1.08 0.93
H 1.21 -0.35 -0.83

Values from the calculation:
HOMO energy   -10.44 eV
HOMO-LUMO gap   10.39 eV
Multiplicity   1

=====

B.
A 2-piece molecular cluster, H3OP overall. Source: the OMol25 dataset; level of theory: ωB97M-V with the def2-TZVPD basis set.

Positions of all 5 atoms, in Å:
O -0.29 1.58 0.68
P 1.01 -1.87 -0.51
H 0.56 1.19 0.53
H -0.29 -2.00 -0.90
H -0.99 1.10 0.19

Values from the calculation:
HOMO energy (alpha / beta)   -9.20 / -9.18 eV
HOMO-LUMO gap (alpha / beta)   7.44 / 7.35 eV
Multiplicity   1

=====

Stability check: which of them is most stable? A.

=====

A.
A single C9H8N2O2 molecule. Source: the OMol25 dataset; level of theory: ωB97M-V with the def2-TZVPD basis set.

Positions of all 21 atoms, in Å:
C -0.84 0.20 -1.74
C -0.62 -0.91 -2.51
C 0.32 -1.84 -2.05
C 1.04 -1.53 -0.77
C 0.72 -0.48 0.08
C -0.24 0.40 -0.48
C -1.07 1.64 1.39
C -0.48 0.50 2.21
C 1.62 -0.14 1.18
H -1.74 1.82 -1.27
H -1.03 -0.90 -3.52
H 0.71 -2.56 -2.68
H 1.94 -2.26 -0.50
H -1.52 2.58 1.61
H -0.95 0.55 3.21
H -0.77 -0.54 1.59
H 1.47 0.51 3.04
N -0.81 1.53 0.11
N 1.01 0.56 2.17
O -1.60 1.27 -2.20
O 2.84 -0.39 1.10

Values from the calculation:
HOMO energy   -8.39 eV
HOMO-LUMO gap   8.11 eV
Multiplicity   1

=====

B.
A 2-piece molecular cluster, C9H8N2O2 overall. Source: the OMol25 dataset; level of theory: ωB97M-V with the def2-TZVPD basis set.

Positions of all 21 atoms, in Å:
C -2.42 -1.43 -0.31
C 0.91 -2.21 0.89
C 1.34 -1.82 -0.39
C 0.23 -1.33 1.71
C 0.78 -0.63 -0.86
C 0.20 -0.01 1.39
C 0.35 0.35 0.06
C -1.14 2.29 -0.32
C 0.07 1.75 -0.38
N -2.98 -0.57 0.20
N 1.16 2.42 -1.07
O 2.22 1.81 -1.28
O 0.94 3.56 -1.52
H 1.08 -3.24 1.39
H 1.81 -2.59 -1.06
H -0.19 -1.58 2.67
H 0.82 -0.31 -1.88
H -0.10 0.61 2.12
H -1.96 -2.24 -0.82
H -1.92 1.82 0.14
H -1.19 3.35 -0.67

Values from the calculation:
HOMO energy   -9.51 eV
HOMO-LUMO gap   8.84 eV
Multiplicity   1

=====

C.
A single C9H8N2O2 molecule. Source: the OMol25 dataset; level of theory: ωB97M-V with the def2-TZVPD basis set.

Positions of all 21 atoms, in Å:
C -0.38 -1.37 -2.16
C -0.21 -2.76 -0.17
C -0.08 -0.29 -1.45
C 0.23 -1.37 1.93
C -0.09 -1.58 0.54
C -0.50 -2.71 -1.57
C 0.57 0.51 0.96
C 0.30 2.10 1.05
C -0.13 2.82 -0.20
N 0.58 -0.12 2.19
N 0.21 -0.36 -0.09
O -0.65 -3.72 -2.21
O 0.74 2.58 2.18
H -0.54 -1.07 -3.28
H -0.18 -3.64 0.43
H 0.29 0.68 -1.98
H 0.04 -2.05 2.77
H -0.57 3.77 0.14
H 0.67 2.92 -0.83
H -0.89 2.13 -0.73
H 0.61 3.51 2.48

Values from the calculation:
HOMO energy (alpha / beta)   -7.27 / -7.33 eV
HOMO-LUMO gap (alpha / beta)   6.36 / 7.14 eV
Multiplicity   1

=====

Stability check: which of them is most stable? A.

=====

A.
A 2-piece molecular cluster, C5H6NP overall. Source: the OMol25 dataset; level of theory: ωB97M-V with the def2-TZVPD basis set.

Positions of all 13 atoms, in Å:
C -2.02 0.61 -0.89
C -1.93 -0.79 -0.68
C -1.01 1.50 -0.62
C 0.54 -0.09 0.00
C 2.89 -0.84 1.38
N 0.22 1.10 -0.32
P -0.36 -1.52 -0.19
H -2.89 1.17 -1.21
H -2.74 -1.41 -0.75
H -1.28 2.60 -0.79
H 2.21 -0.07 1.92
H 3.71 -0.45 0.78
H 2.65 -1.82 1.37

Values from the calculation:
HOMO energy (alpha / beta)   -8.08 / -8.42 eV
HOMO-LUMO gap (alpha / beta)   7.83 / 8.20 eV
Multiplicity   1

=====

B.
A single C5H6NP molecule. Source: the OMol25 dataset; level of theory: ωB97M-V with the def2-TZVPD basis set.

Positions of all 13 atoms, in Å:
C -0.89 -1.37 0.20
C -1.27 -0.10 0.02
C 0.52 -1.49 -0.02
C 0.94 -0.10 -0.23
C -0.20 0.89 -0.15
N 1.12 -2.57 -0.13
P 2.47 0.46 0.13
H -1.45 -2.23 0.46
H -2.19 0.23 0.39
H -0.27 1.47 -1.10
H -0.08 1.71 0.56
H 2.07 -2.52 -0.45
H 1.98 1.73 0.00

Values from the calculation:
HOMO energy   -9.11 eV
HOMO-LUMO gap   8.54 eV
Multiplicity   1

=====

Stability check: which of them is most stable? B.